# 1
73
Properties=species:S:1:pos:R:3:forces:R:3 method="wB97M-V/def2-TZVPD" homo_energy_ev="-10.5 / -10.5" e_above_lowest_kcal_mol=5.33 multiplicity=2 charge=+1
Ru -0.16375 0.95847 0.11668 -0.1 -0.1 -0.3
C -2.96698 4.24574 0.11855 0.0 0.0 0.0
C -3.30927 4.46132 -1.21352 0.0 0.0 0.0
C -2.64758 3.75069 -2.18245 0.0 0.0 0.0
C -1.66288 2.81141 -1.83862 0.0 0.1 0.0
N -1.39301 2.55273 -0.53885 0.0 0.0 0.0
C -2.01881 3.29518 0.39907 0.0 0.0 0.0
N -0.99012 2.27384 -2.91496 0.0 -0.1 0.0
C 0.00683 1.46984 -2.84599 -0.1 0.1 0.0
N 0.49322 0.78504 -1.75839 0.0 0.1 0.2
C 1.64402 0.13388 -2.09702 0.0 0.0 0.0
N 2.40094 -0.61663 -1.37558 0.0 0.0 -0.1
C 2.13495 -1.02975 -0.09696 0.0 0.0 0.1
C 3.05935 -1.96635 0.40870 0.0 0.0 0.0
C 2.87746 -2.54334 1.63464 0.0 0.0 0.0
C 1.75169 -2.18573 2.37940 0.0 0.0 0.0
C 0.90265 -1.24933 1.85948 0.0 0.0 0.0
N 1.07239 -0.64974 0.65526 0.1 0.0 0.0
C 1.90444 0.37188 -3.53241 0.0 0.0 0.0
C 2.92008 -0.06115 -4.36030 0.0 0.0 0.0
C 2.85921 0.33137 -5.69377 0.0 0.0 0.0
C 1.81737 1.12598 -6.16764 0.0 0.0 0.0
C 0.80113 1.56196 -5.32381 0.0 0.0 0.0
C 0.86888 1.16467 -4.00381 0.0 0.0 0.0
H -3.42229 4.80217 0.92451 0.0 0.0 0.0
H -4.06121 5.19040 -1.48368 0.0 0.0 0.0
H -2.83101 3.90158 -3.23556 0.0 0.0 0.0
H -1.72332 3.10536 1.41838 0.0 0.0 0.0
H 3.89709 -2.20991 -0.22709 0.0 0.0 0.0
H 3.58709 -3.26626 2.01379 0.0 0.0 0.0
H 1.54527 -2.61789 3.34768 0.0 0.0 0.0
H 0.03888 -0.93241 2.42179 0.0 0.0 0.0
H 3.72650 -0.67408 -3.98188 0.0 0.0 0.0
H 3.63579 0.01642 -6.37794 0.0 0.0 0.0
H 1.80362 1.41145 -7.21097 0.0 0.0 0.0
H -0.00735 2.18633 -5.67834 0.0 0.0 0.0
C -2.79582 0.74071 2.61929 0.0 0.0 0.0
C -1.41622 1.06177 3.10316 0.0 0.0 0.0
C -1.18237 1.08941 4.49629 0.0 0.0 0.0
C 0.04526 1.41837 4.98683 0.0 0.0 0.0
C 1.07827 1.77880 4.09453 0.0 0.0 0.0
C 2.38380 2.17925 4.47051 0.0 0.0 0.0
Br 2.87047 2.22841 6.29274 0.0 0.0 0.0
C 3.30361 2.53172 3.52363 0.0 0.0 0.0
C 2.97003 2.51576 2.15872 0.0 0.0 0.0
Br 4.25305 3.01378 0.88417 0.0 0.0 0.0
C 1.71398 2.13638 1.73480 0.0 0.0 0.1
O 1.33320 2.14670 0.47001 0.1 0.1 0.0
C 0.77299 1.73856 2.72320 0.1 0.0 0.0
N -0.44957 1.32783 2.24223 0.0 0.0 0.1
H -3.50196 1.46278 3.03398 0.0 0.0 0.0
H -3.11000 -0.24703 2.96008 0.0 0.0 0.0
H -2.86274 0.79289 1.53688 0.0 0.0 0.0
H -1.99676 0.84235 5.16356 0.0 0.0 0.0
H 0.23287 1.42583 6.05192 0.0 0.0 0.0
H 4.29941 2.83313 3.81640 0.0 0.0 0.0
C -2.32358 -2.28048 0.73918 0.0 0.0 0.0
Te -2.14537 -0.73013 -0.71780 0.0 0.0 0.0
C -0.98148 -2.13551 -1.82245 0.0 -0.1 0.0
C -1.25900 -3.47936 -1.19491 -0.1 0.0 0.1
C -0.86599 -4.65130 -1.83467 0.0 0.0 0.0
C -1.10643 -5.88260 -1.24908 0.0 0.0 0.0
C -1.74907 -5.95305 -0.01950 0.0 0.0 0.0
C -2.14713 -4.79104 0.61936 0.0 0.0 0.0
C -1.90191 -3.54995 0.03921 0.0 0.0 -0.1
H -3.34982 -2.32915 1.09820 0.0 0.0 0.0
H -1.67179 -2.04557 1.57718 0.0 0.0 0.1
H 0.06490 -1.85505 -1.73839 0.0 0.0 0.0
H -1.27041 -2.09455 -2.87089 0.0 0.0 0.0
H -0.37413 -4.59607 -2.79818 0.0 0.0 0.0
H -0.80323 -6.78870 -1.75599 0.0 0.0 0.0
H -1.94917 -6.91398 0.43488 0.0 0.0 0.0
H -2.65914 -4.84611 1.57256 0.0 0.0 0.0

# 2
78
Properties=species:S:1:pos:R:3:forces:R:3 method="wB97M-V/def2-TZVPD" homo_energy_ev="-0.9 / -1.0" e_above_lowest_kcal_mol=131.99 multiplicity=3 charge=-2
Ni -0.34874 -0.19168 1.41006 0.3 -0.3 1.3
Cl 1.55891 2.06184 5.51060 0.1 0.1 0.0
C 0.18937 0.98512 5.37489 -0.1 -0.1 -0.4
C -0.43780 0.55196 6.54730 -0.2 -0.1 0.1
C -1.56344 -0.22774 6.44305 0.2 0.2 0.0
Cl -2.37717 -0.68839 7.93107 -0.1 -0.1 0.1
C -2.07035 -0.65469 5.20533 0.3 0.1 -0.3
C -3.24981 -1.45617 4.99975 -0.1 -0.2 -0.1
C -3.65130 -1.77148 3.75917 0.1 0.0 0.1
C -2.89411 -1.33000 2.55631 0.0 0.4 -0.1
N -1.59262 -0.84756 2.83411 -0.2 0.1 -0.9
C -1.34854 -0.30775 4.04828 0.3 0.1 0.5
C -0.26195 0.64811 4.09337 -0.3 0.1 0.5
O 0.17814 1.15680 2.99362 0.0 -0.3 -0.9
H -0.05763 0.84981 7.51406 0.0 0.0 0.0
H -3.80318 -1.79854 5.86595 -0.1 0.0 0.0
H -4.56783 -2.32012 3.58252 0.0 0.0 0.0
H -2.87308 -2.10268 1.78462 0.0 0.1 0.0
O -6.68700 -0.56899 -1.81108 0.0 0.0 0.1
C -5.68114 -0.59815 -1.12046 -0.1 -0.1 -0.2
C -4.30753 -0.60170 -1.66041 0.3 -0.3 -0.1
O -3.04165 -1.70955 -3.69119 0.0 -0.2 0.0
C -3.30813 -0.44046 -0.50916 -0.5 0.5 0.0
C -4.18381 -0.39512 0.67326 0.0 -0.3 -0.5
O -3.70762 -0.19552 1.92818 0.2 -0.2 0.1
C -5.55426 -0.57580 0.37959 0.1 0.0 0.6
O -6.52266 -0.67549 1.15903 0.0 0.1 -0.1
O -2.11983 -1.27269 -0.47228 0.1 0.0 0.0
C 3.39016 -2.01463 -2.55624 0.1 -0.1 0.1
O 2.53712 -0.89516 -2.52771 -0.1 0.1 0.1
C 2.70318 0.09307 -3.43860 -0.2 0.1 0.0
C 3.71627 0.10727 -4.38194 0.1 0.0 -0.1
C 3.77640 1.11150 -5.34374 0.0 0.0 0.0
C 2.80047 2.08736 -5.37522 0.0 0.0 -0.1
C 1.79363 2.09474 -4.41923 0.0 -0.1 0.1
C 1.74118 1.13364 -3.41474 0.2 0.0 0.0
N 0.72601 1.17593 -2.46418 0.0 -0.1 0.1
C 0.78015 0.65896 -1.16321 0.2 0.2 -0.1
N 1.91762 0.92791 -0.49701 0.1 0.1 0.0
C 2.42634 0.24984 0.63906 0.0 -0.5 0.1
C 1.63705 -0.56896 1.45468 0.1 0.3 -0.1
C 2.30007 -1.16478 2.53458 0.0 0.0 -0.1
C 3.63492 -0.92501 2.81533 -0.1 -0.2 0.0
C 4.39695 -0.11369 1.98248 0.1 0.1 0.0
C 3.78873 0.45605 0.88140 0.0 0.0 -0.1
O 4.45999 1.28283 -0.02037 -0.1 0.0 0.1
C 5.79508 0.95101 -0.29736 0.1 0.0 -0.1
N -0.19511 0.02534 -0.62303 -0.7 0.4 0.4
C -1.36108 -0.41170 -1.34714 0.0 0.2 -0.5
C -0.94405 -1.16847 -2.57773 -0.1 0.1 0.2
C -1.71277 -1.74181 -3.49307 0.1 0.0 -0.2
C -3.89878 -0.77955 -3.07779 -0.2 0.3 0.4
C -3.60089 0.54046 -2.48468 0.3 0.1 -0.4
C -2.55158 0.64214 -1.38767 0.2 -0.1 0.5
O -2.27876 1.97857 -1.09201 0.3 -0.2 -0.2
C -2.33412 2.38914 0.27849 -0.2 0.1 -0.2
H 3.10785 -2.61220 -1.69265 0.0 0.0 0.0
H 4.44323 -1.73209 -2.46317 0.0 0.0 0.0
H 3.25272 -2.59783 -3.47391 0.0 0.1 0.0
H 4.45285 -0.68438 -4.39420 0.0 0.0 0.0
H 4.57807 1.10603 -6.07077 0.0 0.0 0.0
H 2.81792 2.85164 -6.14160 0.0 0.0 0.0
H 1.02657 2.85939 -4.44275 0.0 0.0 0.1
H -0.13197 1.64520 -2.70719 -0.1 -0.1 0.0
H 2.60285 1.50218 -0.96056 -0.1 0.0 -0.1
H 1.73794 -1.80932 3.20302 0.0 0.1 0.0
H 4.09073 -1.35748 3.69945 0.0 0.0 0.0
H 5.43370 0.09379 2.21565 0.0 0.0 0.0
H 6.13446 1.64040 -1.07090 0.0 0.0 0.0
H 5.88220 -0.07732 -0.66811 0.0 0.0 0.1
H 6.44670 1.06349 0.57414 0.0 0.0 0.0
H 0.11115 -1.40146 -2.62737 0.0 0.0 -0.1
H -1.26435 -2.37116 -4.25435 0.1 0.0 0.0
H -4.78772 -0.75053 -3.70037 0.0 0.1 0.1
H -4.05875 1.45596 -2.83935 -0.1 -0.1 0.0
H -3.36950 2.54300 0.58343 0.0 0.0 0.0
H -1.76676 3.31540 0.34240 0.0 0.0 0.0
H -1.89934 1.67195 0.95623 0.2 -0.3 0.2

| no. | strongest force on any atom (hartree/bohr) |
| --- | --- |
| 1 | 0.0065 |
| 2 | 0.0274 |